Entry 1:
Computed, not measured: a single C4H9NO2 molecule, with the ωB97M-V functional and the def2-TZVPD basis.

XYZ file:
```
16
Properties=species:S:1:pos:R:3:forces:R:3:lowdin_charge:R:1
C 1.541 -0.121 -1.191 0.031 0.131 0.125 -0.079
N 1.784 -0.039 0.278 -0.199 0.737 0.743 -0.054
C 1.121 0.452 1.353 -0.547 0.342 0.314 -0.179
O -0.097 0.946 1.290 -0.163 -0.163 0.249 -0.103
C -1.049 0.867 0.229 -0.247 -0.070 -0.301 -0.172
C -1.813 -0.434 0.381 -0.318 0.185 -0.025 -0.233
O -1.020 -1.570 0.104 0.171 -0.051 0.156 -0.066
H 2.385 -0.597 -1.701 -0.034 0.129 0.392 0.079
H 0.657 -0.742 -1.382 0.283 0.180 0.238 0.068
H 1.380 0.864 -1.644 0.103 -0.109 0.109 0.076
H 2.632 0.270 0.768 1.086 -1.087 -1.762 0.094
H -1.706 1.723 0.399 -0.059 -0.121 -0.115 0.130
H -0.588 0.963 -0.754 -0.082 -0.043 0.123 0.101
H -2.230 -0.478 1.398 0.057 0.007 -0.169 0.128
H -2.645 -0.450 -0.328 0.052 -0.036 0.026 0.124
H -0.352 -1.654 0.800 -0.135 -0.033 -0.104 0.086
```
Forces are in eV/Å.

Results
* highest occupied orbital energy: -8.24 eV
* ΔE to the lowest compared entry with this formula, charge and spin: 98.2 kcal per mole
* electronic energy: -9875.8012 eV
* HOMO-LUMO gap: 9.10 eV



Entry 2:
Computed, not measured: a single C2H3NO2S molecule, with the ωB97M-V functional and the def2-TZVPD basis.

XYZ file:
```
9
Properties=species:S:1:pos:R:3:forces:R:3:lowdin_charge:R:1
C 0.089 -0.139 1.156 0.638 3.020 -1.112 -0.131
S 0.630 -0.175 -0.600 -2.181 -0.416 1.941 0.555
O 1.699 0.694 -0.842 1.237 1.284 -0.291 -0.272
O 0.616 -1.502 -1.067 0.211 -1.292 -0.549 -0.279
C -0.906 0.501 -1.263 -0.698 -0.101 -0.275 -0.266
N -2.001 0.656 -1.606 1.091 0.096 0.300 0.137
H 0.922 -0.492 1.838 -1.354 0.233 -0.827 0.097
H -0.135 1.009 1.246 0.809 -1.979 0.356 0.103
H -0.913 -0.552 1.138 0.248 -0.846 0.457 0.056
```
Forces are in eV/Å.

Results
* SMILES string: CS(=O)(=O)C#N
* highest occupied orbital energy: -12.20 eV
* ΔE to the lowest compared entry with this formula, charge and spin: 65.2 kcal per mole
* electronic energy: -18540.6239 eV
* HOMO-LUMO gap: 12.59 eV



Entry 3:
Computed, not measured: an isolated ion of composition C4H9N4 and charge +1, with the ωB97M-V functional and the def2-TZVPD basis.

XYZ file:
```
17
Properties=species:S:1:pos:R:3:forces:R:3:lowdin_charge:R:1
N 0.166 -1.870 0.033 -1.008 -1.846 1.336 0.037
C -0.802 -0.818 0.084 1.983 5.099 -0.423 -0.308
N -2.120 -0.823 -0.035 -0.231 -0.528 -0.651 0.113
C -2.509 0.443 -0.187 -3.558 -2.342 1.356 -0.172
N -1.546 1.310 -0.083 3.019 -1.061 -0.350 0.118
C -0.348 0.634 -0.009 -1.902 -5.797 0.662 -0.174
C 1.012 1.011 0.299 1.156 2.193 -3.045 -0.040
N 2.049 -0.073 -0.299 -0.015 3.577 2.584 0.231
H 0.520 -2.233 1.014 -1.559 0.580 -2.497 0.169
H -0.278 -2.630 -0.558 1.070 0.698 1.322 0.140
H -3.605 0.649 -0.093 1.358 0.314 -0.539 0.158
H -1.639 2.266 -0.064 -0.413 2.517 -0.039 0.143
H 1.169 2.030 -0.193 0.616 -1.287 0.863 0.159
H 1.195 1.045 1.322 0.766 0.084 1.763 0.104
H 1.505 -0.887 -0.208 -1.235 -2.934 -0.141 0.024
H 2.935 -0.128 0.201 -0.212 0.123 0.456 0.170
H 2.296 0.073 -1.222 0.165 0.609 -2.655 0.128
```
Forces are in eV/Å.

Results
* SMILES string: Nc1nc[nH]c1C[NH3+]
* total charge: +1
* highest occupied orbital energy: -12.25 eV
* ΔE to the lowest compared entry with this formula, charge and spin: 32.0 kcal per mole
* electronic energy: -10246.6095 eV
* HOMO-LUMO gap: 8.92 eV



Entry 4:
Computed, not measured: a 2-piece molecular cluster, C6H12N2O overall, with the ωB97M-V functional and the def2-TZVPD basis.

XYZ file:
```
21
Properties=species:S:1:pos:R:3:forces:R:3:lowdin_charge:R:1
C -1.784 1.078 -2.160 0.280 0.576 -1.224 -0.110
C -0.428 1.483 -1.646 2.340 0.227 1.908 -0.217
C -0.134 1.197 -0.178 -0.570 -0.992 0.123 -0.326
C -0.986 1.120 0.900 0.368 1.286 -0.390 -0.070
N -0.165 1.100 1.997 -0.294 -1.008 0.898 0.030
C 1.119 0.909 1.593 -0.345 1.823 -1.367 -0.177
N 1.154 1.052 0.272 0.269 -0.636 0.024 0.072
H -1.949 0.003 -2.046 -0.282 0.277 0.456 0.081
H -1.779 1.235 -3.240 0.003 -0.028 -0.139 0.065
H -2.597 1.737 -1.834 0.087 -0.547 0.485 0.077
H 0.465 1.058 -2.155 -0.911 -0.157 -0.187 0.113
H -0.129 2.548 -1.595 -0.969 0.031 -0.991 0.117
H -2.031 1.354 1.035 0.008 -0.276 -0.207 0.114
H -0.578 1.138 2.914 0.553 -0.234 0.226 0.143
H 2.036 1.008 2.166 -0.530 -0.475 0.354 0.121
C 1.158 -3.380 0.787 -1.247 2.414 0.522 -0.166
O 2.085 -2.338 0.560 1.569 0.141 -0.444 -0.153
H 0.194 -2.843 0.981 0.345 -0.904 0.622 0.082
H 0.896 -4.026 -0.034 0.684 -0.503 -0.545 0.060
H 1.594 -3.872 1.660 -0.673 -0.351 -0.257 0.084
H 1.858 -1.562 0.024 -0.687 -0.663 0.132 0.060
```
Forces are in eV/Å.

Results
* SMILES string: CCc1c[nH]cn1.CO
* highest occupied orbital energy: -8.62 eV
* ΔE to the lowest compared entry with this formula, charge and spin: 36.3 kcal per mole
* electronic energy: -11443.0971 eV
* HOMO-LUMO gap: 9.44 eV



Entry 5:
Computed, not measured: Mg4O12P3 as an isolated structure, with the ωB97M-V functional and the def2-TZVPD basis.

XYZ file:
```
19
Properties=species:S:1:pos:R:3:forces:R:3:lowdin_charge:R:1
Mg 4.110 2.945 4.848 3.955 -3.906 -3.480 0.620
Mg 3.293 3.746 7.982 -0.470 -0.674 8.618 0.847
Mg 2.497 5.574 3.238 0.050 0.928 -0.790 0.743
Mg 4.409 6.355 6.284 3.191 4.053 0.711 0.556
P 5.963 5.085 8.497 3.509 2.075 2.074 0.013
O 5.901 6.254 7.514 -0.207 -2.421 -3.985 -0.293
O 5.994 5.918 9.715 2.274 5.264 6.045 -0.078
O 7.339 4.532 8.983 -1.577 -1.137 -2.236 -0.219
O 4.644 4.525 8.981 -2.537 -4.805 -2.595 -0.326
P 2.446 4.688 5.632 -14.554 5.421 -3.094 0.154
O 3.595 4.781 6.603 7.596 5.056 8.158 -0.398
O 2.729 4.012 4.331 -1.556 -4.094 -7.467 -0.649
O 3.082 5.920 5.093 -0.147 8.572 -5.875 -0.488
O 3.280 3.570 6.276 1.913 -14.268 2.973 -0.427
P 3.390 7.690 8.679 2.145 -6.087 2.310 -0.155
O 3.441 7.619 7.171 -1.251 -1.732 -2.023 -0.333
O 3.074 6.507 9.682 -0.482 0.634 -3.372 -0.319
O 2.664 8.834 9.038 -4.763 7.056 2.248 -0.156
O 4.786 8.193 9.014 2.910 0.064 1.781 -0.094
```
Forces are in eV/Å.

Results
* total charge: -1
* highest occupied orbital energy: -3.10 eV
* electronic energy: -74206.0509 eV
* HOMO-LUMO gap: 2.05 eV



Entry 6:
Computed, not measured: a 2-piece molecular cluster, C6H12BN2O2 overall, with the ωB97M-V functional and the def2-TZVPD basis.

XYZ file:
```
23
Properties=species:S:1:pos:R:3:forces:R:3:lowdin_charge:R:1
B -1.961 0.535 0.026 0.579 -0.836 0.397 -0.745
C 2.026 -1.126 1.174 -1.293 -0.376 0.853 -0.058
C 1.876 -0.788 -0.191 1.131 2.085 -1.771 -0.118
C 0.936 -1.159 1.943 -1.068 -2.234 1.794 -0.090
C 1.390 0.416 -0.547 -0.013 1.121 -0.165 -0.117
C -0.742 -0.438 0.380 0.070 -1.351 2.413 0.035
C 1.079 1.551 0.426 1.045 -0.212 -0.922 -0.059
N -0.282 -0.742 1.453 0.058 0.805 -2.014 0.138
N -0.977 -1.963 -0.923 -0.570 -0.601 1.024 0.157
O -2.355 0.758 -1.196 0.554 -0.077 -2.123 0.267
O -2.505 0.720 1.194 -1.257 1.118 2.113 0.267
H 2.882 -1.473 1.673 1.294 -0.560 0.007 0.115
H 2.332 -1.365 -0.981 -0.095 -0.584 0.011 0.123
H 0.847 -1.779 2.876 0.465 1.296 -0.757 0.151
H 1.259 0.750 -1.609 0.373 -0.743 0.905 0.140
H 1.775 2.387 0.272 0.092 -0.382 0.154 0.109
H 0.961 1.312 1.467 0.439 -0.165 0.284 0.082
H 0.162 1.948 0.110 -1.588 0.891 -0.400 0.045
H -1.611 -1.398 -1.474 0.391 -0.617 -0.951 0.070
H -1.465 -2.762 -0.510 -0.208 0.501 0.022 0.109
H -0.146 -2.370 -1.317 0.200 0.563 -0.831 0.086
H -2.918 1.438 -1.552 -0.468 0.291 0.205 0.142
H -3.292 1.245 1.362 -0.134 0.066 -0.248 0.151
```
Forces are in eV/Å.

Results
* total charge: +1
* highest occupied orbital energy: -12.33 eV
* ΔE to the lowest compared entry with this formula, charge and spin: 61.3 kcal per mole
* electronic energy: -14160.8795 eV
* HOMO-LUMO gap: 8.30 eV